{
  "formula": "C24H43BN2O7P",
  "method": "ωB97M-V/def2-TZVPD",
  "species": ["C", "C", "C", "O", "O", "C", "C", "C", "C", "C", "C", "C", "C", "O", "C", "C", "C", "N", "C", "C", "C", "N", "B", "O", "C", "C", "C", "P", "O", "O", "H", "H", "H", "H", "H", "H", "H", "H", "H", "H", "H", "H", "H", "H", "H", "H", "H", "H", "H", "H", "H", "H", "H", "H", "H", "H", "H", "H", "H", "H", "H", "H", "H", "H", "H", "C", "C", "C", "O", "C", "H", "H", "H", "H", "H", "H", "H", "H"],
  "positions_angstrom": [[6.93226, -1.43326, -0.13525], [6.48112, -0.26215, -0.70527], [4.99349, 0.14316, -0.54106], [4.66175, 0.43132, 0.50474], [4.16631, 0.17459, -1.65710], [4.45391, 1.47943, -2.22332], [3.34953, 1.95824, -3.23259], [2.46928, 3.11960, -2.58688], [0.94874, 2.68233, -2.82562], [0.26370, 1.85476, -1.66625], [-1.26158, 1.64546, -2.07833], [-2.05012, 0.59829, -1.24964], [-2.98828, 1.08021, -0.24365], [-3.18705, 2.41477, 0.00417], [-3.77838, 0.11169, 0.53935], [-4.75291, 0.68591, 1.60083], [-3.95131, 1.26167, 2.81943], [-3.69164, 0.26647, 3.85935], [-3.58668, -1.27873, 0.24489], [-4.39920, -2.33452, 1.03428], [-3.52511, -3.03669, 2.17838], [-2.69280, -1.70175, -0.69880], [-2.50903, -3.19170, -0.98222], [-1.70308, -3.98746, -0.16722], [-3.20872, -3.85222, -2.25066], [-2.17150, -4.70133, -3.11680], [-1.92628, -0.82725, -1.42960], [-0.73223, -1.60076, -2.64231], [-0.27727, -0.52136, -3.83051], [0.56934, -2.23934, -1.82461], [7.62064, -1.45553, 0.72856], [6.62492, -2.40435, -0.57776], [7.15507, 0.38256, -1.30150], [4.63972, 2.20421, -1.40371], [5.39290, 1.39823, -2.82200], [2.66789, 1.13400, -3.52117], [3.88254, 2.31701, -4.13081], [2.58681, 4.04609, -3.18906], [2.68366, 3.32654, -1.52409], [0.37373, 3.63907, -2.85485], [0.85510, 2.11011, -3.77187], [0.78406, 0.91968, -1.36710], [0.25688, 2.51249, -0.76378], [-1.35288, 1.48426, -3.17125], [-1.75035, 2.62657, -1.87699], [-3.90594, 2.68737, -0.58036], [-5.26045, 1.55906, 1.12503], [-5.55549, -0.00679, 1.90657], [-4.47248, 2.14497, 3.25160], [-2.96091, 1.63152, 2.46737], [-4.23388, -0.57382, 3.71757], [-2.71483, 0.06930, 3.96977], [-4.87405, -3.08511, 0.35973], [-5.25099, -1.86990, 1.57500], [-3.37037, -4.08120, 1.83160], [-2.54538, -2.52363, 2.25740], [-4.08521, -3.05834, 3.12716], [-2.29110, -4.69906, 0.11115], [-3.94909, -4.60091, -1.87417], [-3.73514, -3.13976, -2.91428], [-1.68656, -4.04531, -3.86501], [-2.70453, -5.53124, -3.63357], [-1.41341, -5.16724, -2.45652], [0.61164, -0.21081, -3.59681], [1.14261, -1.54856, -1.45121], [3.55571, 2.24770, 3.88734], [2.87008, 1.37129, 2.85235], [1.77606, 0.72068, 3.66516], [1.41358, 1.65623, 4.68697], [2.38466, 2.70799, 4.73119], [4.12074, 3.07468, 3.45957], [4.23848, 1.64341, 4.49016], [2.43203, 1.99710, 2.06859], [3.53234, 0.65279, 2.38178], [2.13292, -0.19214, 4.15551], [0.89544, 0.47145, 3.06350], [1.92325, 3.60923, 4.31383], [2.66334, 2.90866, 5.76569]],
  "forces_ev_per_a": [[-0.02, 0.09, -0.33], [-0.21, -0.64, -0.27], [2.82, -3.16, -6.26], [-2.09, 1.52, 5.06], [-0.07, 1.05, 0.30], [0.28, 0.09, -1.82], [0.45, 0.81, 1.78], [-1.28, -1.30, -1.84], [0.20, 0.62, 1.53], [-0.57, 0.86, -0.35], [0.13, 0.29, 0.68], [-0.83, -0.15, 0.67], [-0.41, -2.70, -0.02], [0.30, -0.90, -0.43], [1.06, 0.25, -1.22], [0.65, 0.87, -0.68], [0.40, 0.07, -0.03], [-0.51, 0.23, -0.33], [-0.97, 0.99, 1.02], [0.27, -0.03, 0.58], [-0.30, -0.21, -1.39], [0.66, 0.99, 0.05], [0.48, -1.68, -1.10], [-1.44, 1.77, -0.03], [0.30, -0.52, -0.17], [-0.58, -0.08, 0.25], [0.79, 3.34, 1.15], [-1.15, -2.85, -1.46], [0.40, -0.65, 2.20], [-0.81, 2.16, -0.53], [1.16, -0.02, -1.68], [-1.33, 0.42, 1.66], [-0.13, 0.82, 1.88], [-0.38, -0.24, -0.54], [-0.41, -0.05, 0.60], [0.72, 0.20, 0.19], [-0.48, -0.16, 0.33], [0.18, -0.49, 0.62], [-0.07, -0.22, -0.51], [0.08, -0.84, -0.41], [0.01, 0.69, 0.35], [-0.19, 0.35, -0.40], [0.13, -0.65, -0.47], [0.05, -0.23, 0.74], [0.32, -0.71, -0.19], [-0.07, 0.41, 0.04], [0.25, -0.70, 0.26], [0.56, 0.28, -0.08], [0.08, -0.62, -0.37], [-0.79, -0.05, 0.07], [0.20, -0.05, 0.21], [0.17, -0.26, 0.05], [0.54, 0.47, 0.29], [0.64, -0.03, -0.82], [0.14, 0.64, 0.70], [-0.63, -0.45, 0.26], [0.43, 0.09, -0.40], [0.53, -0.74, -0.10], [0.22, 0.56, -0.17], [0.12, -0.34, 0.48], [-0.22, -0.51, 0.51], [0.35, 0.67, 0.26], [-0.30, 0.35, -0.46], [0.08, 0.49, -0.37], [0.25, -0.27, 0.31], [0.24, -0.10, 0.10], [0.04, 0.09, -0.27], [-0.12, -0.12, 0.37], [0.00, -0.07, -0.11], [-0.23, 0.18, -0.01], [-0.01, -0.01, 0.00], [0.01, 0.04, -0.01], [0.03, -0.02, -0.03], [-0.05, 0.04, 0.05], [-0.02, -0.05, -0.10], [-0.02, 0.04, 0.12], [0.07, 0.07, 0.03], [-0.11, -0.06, 0.04]],
  "lowdin_charge": [0.019, -0.053, -0.536, 0.205, -0.038, -0.180, -0.130, -0.152, -0.203, -0.171, -0.145, -0.063, -0.152, 0.056, -0.022, -0.108, -0.249, 0.015, -0.098, -0.126, -0.053, 0.106, -0.537, 0.149, -0.146, -0.113, -0.187, 0.975, -0.233, -0.214, 0.072, 0.075, 0.114, 0.131, 0.126, 0.093, 0.114, 0.108, 0.109, 0.117, 0.099, 0.098, 0.122, 0.111, 0.115, 0.142, 0.120, 0.108, 0.117, 0.115, 0.048, 0.063, 0.125, 0.098, 0.067, 0.091, 0.080, 0.111, 0.112, 0.104, 0.046, 0.079, 0.075, 0.042, 0.062, -0.166, -0.186, -0.212, -0.143, -0.204, 0.115, 0.119, 0.112, 0.083, 0.119, 0.107, 0.116, 0.119],
  "energy_ev": -52853.671,
  "homo_ev": -10.206,
  "charge": 1
}